{
  "formula": "C28H65AsFIN3O10S3",
  "method": "wB97M-V/def2-TZVPD",
  "species": ["C", "C", "I", "C", "As", "F", "S", "S", "C", "C", "O", "O", "C", "C", "C", "O", "C", "O", "C", "S", "H", "H", "H", "H", "H", "H", "H", "H", "H", "H", "H", "H", "H", "H", "H", "H", "H", "H", "H", "H", "C", "O", "C", "C", "N", "C", "C", "O", "C", "H", "H", "H", "H", "H", "H", "H", "H", "H", "H", "H", "H", "H", "H", "H", "C", "O", "C", "C", "N", "C", "C", "O", "C", "H", "H", "H", "H", "H", "H", "H", "H", "H", "H", "H", "H", "H", "H", "H", "C", "O", "C", "C", "N", "C", "C", "O", "C", "H", "H", "H", "H", "H", "H", "H", "H", "H", "H", "H", "H", "H", "H", "H"],
  "coordinates": [[-0.489, -1.717, 0.393], [0.135, -2.830, -0.441], [2.226, -3.086, 0.025], [-0.141, -2.748, -1.925], [0.447, -1.079, -2.864], [2.198, -1.652, -2.951], [0.075, -2.161, -4.952], [-1.759, -0.325, -2.853], [-1.817, 1.040, -4.037], [-1.068, 2.303, -3.697], [-1.187, 3.288, -4.398], [-0.318, 2.281, -2.600], [0.412, 3.495, -2.357], [1.367, 3.285, -1.210], [1.955, 1.904, -1.200], [0.815, 3.697, 0.066], [0.285, 2.688, 0.797], [0.935, 2.062, 1.607], [-1.187, 2.415, 0.616], [-2.091, 3.901, 1.189], [0.262, -0.976, 0.614], [-0.827, -2.088, 1.348], [-1.295, -1.233, -0.138], [-0.307, -3.751, -0.103], [-1.213, -2.822, -2.048], [0.291, -3.585, -2.449], [0.856, 0.195, -3.642], [0.789, -0.373, -1.535], [1.276, -2.702, -5.171], [-2.826, 1.361, -4.185], [-1.461, 0.682, -4.991], [1.012, 3.729, -3.221], [-0.282, 4.289, -2.134], [2.180, 3.968, -1.400], [2.729, 1.836, -0.453], [2.440, 1.754, -2.154], [1.229, 1.118, -1.103], [-1.435, 2.162, -0.405], [-1.462, 1.597, 1.251], [-3.026, 4.087, 0.252], [2.180, -6.488, -2.966], [1.445, -7.293, -2.059], [1.108, -8.578, -2.552], [1.863, -9.647, -1.794], [3.284, -9.613, -2.111], [4.115, -10.437, -1.240], [4.179, -10.076, 0.241], [4.825, -8.851, 0.515], [4.008, -7.692, 0.427], [2.255, -5.493, -2.535], [3.195, -6.875, -3.117], [1.670, -6.415, -3.931], [1.285, -8.653, -3.628], [0.037, -8.720, -2.377], [1.463, -10.631, -2.060], [1.674, -9.481, -0.725], [3.609, -8.657, -2.050], [5.134, -10.388, -1.632], [3.791, -11.479, -1.335], [4.783, -10.844, 0.733], [3.193, -10.107, 0.720], [2.974, -7.900, 0.712], [4.030, -7.260, -0.576], [4.414, -6.949, 1.112], [4.793, 2.729, 8.549], [3.993, 1.655, 8.102], [2.665, 2.027, 7.745], [2.441, 1.900, 6.255], [3.182, 2.915, 5.520], [3.201, 2.715, 4.069], [3.881, 1.467, 3.524], [5.289, 1.439, 3.709], [5.728, 0.943, 4.956], [5.723, 2.308, 8.928], [5.034, 3.424, 7.738], [4.303, 3.279, 9.359], [2.431, 3.037, 8.093], [1.994, 1.331, 8.257], [1.374, 2.019, 6.046], [2.732, 0.882, 5.963], [4.135, 2.930, 5.855], [3.710, 3.581, 3.639], [2.175, 2.741, 3.699], [3.723, 1.467, 2.444], [3.426, 0.543, 3.899], [5.055, 0.177, 5.350], [5.839, 1.745, 5.693], [6.712, 0.496, 4.807], [-8.217, 8.034, -1.382], [-8.676, 6.781, -1.846], [-8.382, 6.523, -3.215], [-7.360, 5.418, -3.358], [-6.046, 5.852, -2.904], [-5.060, 4.778, -2.790], [-5.323, 3.670, -1.774], [-5.264, 4.119, -0.432], [-6.459, 4.699, 0.054], [-8.622, 8.179, -0.382], [-7.124, 8.071, -1.321], [-8.569, 8.847, -2.023], [-8.051, 7.432, -3.726], [-9.315, 6.195, -3.683], [-7.294, 5.128, -4.410], [-7.730, 4.552, -2.790], [-6.142, 6.296, -2.001], [-4.108, 5.247, -2.530], [-4.927, 4.333, -3.777], [-4.529, 2.925, -1.878], [-6.263, 3.138, -1.960], [-7.344, 4.243, -0.396], [-6.478, 5.780, -0.112], [-6.490, 4.533, 1.131]],
  "total_charge": -1,
  "e_lumo_ev": 2.09
}


{
  "formula": "C11H11BF4N3O6Pd",
  "method": "wB97M-V/def2-TZVPD",
  "species": ["Pd", "C", "C", "N", "O", "C", "C", "N", "O", "H", "H", "H", "H", "H", "H", "H", "O", "C", "C", "C", "C", "C", "C", "C", "O", "N", "O", "O", "H", "H", "H", "H", "F", "B", "F", "F", "F"],
  "coordinates": [[-0.462, -0.391, -0.497], [-3.310, -3.136, -2.501], [-2.331, -2.071, -2.172], [-1.789, -2.003, -0.819], [-2.151, -2.895, -0.118], [-1.831, -1.173, -3.034], [-2.163, -1.033, -4.472], [-0.907, -0.236, -2.440], [-0.531, 0.652, -3.128], [-3.839, -3.470, -1.613], [-2.794, -4.001, -2.926], [-4.029, -2.772, -3.232], [-0.995, -3.387, 1.441], [-2.451, -1.993, -4.891], [-1.316, -0.631, -5.024], [-2.996, -0.336, -4.596], [-0.202, -0.320, 1.464], [0.422, 0.562, 2.087], [1.106, 1.681, 1.557], [1.715, 2.569, 2.470], [2.381, 3.656, 1.998], [2.481, 3.913, 0.622], [1.902, 3.063, -0.279], [1.200, 1.919, 0.161], [0.695, 1.143, -0.756], [3.010, 4.584, 2.951], [3.589, 5.541, 2.487], [2.895, 4.330, 4.131], [0.438, 0.435, 3.173], [1.656, 2.394, 3.536], [3.021, 4.790, 0.294], [1.973, 3.241, -1.342], [0.622, -2.746, 4.406], [1.470, -2.960, 3.422], [1.765, -4.182, 3.041], [2.086, -1.927, 2.865], [-0.331, -2.810, 1.731]],
  "total_charge": 1,
  "e_above_lowest_kcal_mol": 0.0,
  "e_lumo_ev": -6.72
}


{
  "formula": "C3H5NOS",
  "method": "wB97M-V/def2-TZVPD",
  "species": ["C", "C", "C", "N", "O", "S", "H", "H", "H", "H", "H"],
  "coordinates": [[-0.903, 0.661, 0.036], [0.745, 1.556, -1.498], [-0.670, -0.661, 0.404], [-0.175, 1.161, -0.889], [1.734, -0.286, 1.380], [1.142, -0.986, 0.252], [-1.466, 1.317, 0.752], [0.745, 1.813, -2.634], [-0.823, -0.891, 1.534], [-1.189, -1.468, -0.023], [0.859, -2.217, 0.687]],
  "total_charge": 0,
  "e_above_lowest_kcal_mol": 120.7,
  "e_lumo_ev": 0.59
}


{
  "formula": "C24H16Cl2IrN3O4",
  "method": "wB97M-V/def2-TZVPD",
  "species": ["Ir", "C", "O", "C", "C", "C", "C", "C", "C", "N", "N", "C", "O", "C", "C", "C", "C", "C", "C", "C", "O", "H", "H", "H", "H", "H", "H", "H", "H", "H", "H", "H", "H", "Cl", "C", "C", "C", "Cl", "C", "C", "C", "C", "N", "C", "C", "O", "H", "H", "H", "H"],
  "coordinates": [[0.347, -0.185, 0.058], [4.436, 0.783, -1.380], [4.726, 1.509, -0.190], [4.134, 1.259, 0.995], [4.845, 1.712, 2.102], [4.375, 1.547, 3.394], [3.170, 0.912, 3.603], [2.407, 0.466, 2.518], [1.167, -0.181, 2.846], [0.268, -0.530, 1.988], [-0.854, -1.205, 2.429], [-1.551, -1.623, 1.420], [-1.156, -1.434, 0.159], [-2.811, -2.349, 1.620], [-3.332, -2.504, 2.904], [-4.520, -3.190, 3.083], [-5.190, -3.720, 1.987], [-4.673, -3.565, 0.709], [-3.485, -2.879, 0.522], [2.883, 0.641, 1.193], [2.202, 0.250, 0.096], [5.234, 1.046, -2.068], [3.476, 1.071, -1.804], [4.454, -0.293, -1.198], [5.795, 2.194, 1.913], [4.960, 1.905, 4.229], [2.792, 0.755, 4.604], [0.952, -0.412, 3.885], [-2.804, -2.086, 3.749], [-4.927, -3.310, 4.077], [-6.119, -4.256, 2.132], [-5.195, -3.980, -0.142], [-3.074, -2.755, -0.470], [-2.771, 3.598, -0.103], [-2.024, 2.804, -1.423], [-2.307, 3.214, -2.746], [-1.723, 2.606, -3.819], [-2.093, 3.140, -5.415], [-0.810, 1.533, -3.636], [-0.140, 0.825, -4.655], [0.718, -0.192, -4.324], [0.915, -0.525, -2.979], [0.300, 0.118, -2.007], [-0.552, 1.140, -2.314], [-1.149, 1.771, -1.209], [-0.812, 1.331, 0.030], [-3.001, 4.029, -2.899], [-0.308, 1.090, -5.690], [1.242, -0.749, -5.086], [1.583, -1.325, -2.688]],
  "total_charge": 1,
  "e_above_lowest_kcal_mol": 0.0,
  "e_lumo_ev": [-4.59, -5.63],
  "s2": 0.76,
  "spin_multiplicity": 2
}


{
  "formula": "C37H38F6N2O3PtSbSiTe",
  "method": "wB97M-V/def2-TZVPD",
  "species": ["Pt", "O", "C", "O", "C", "C", "C", "C", "C", "N", "H", "H", "H", "H", "C", "C", "C", "C", "C", "C", "Te", "N", "C", "O", "C", "C", "C", "C", "C", "C", "C", "C", "C", "C", "C", "C", "C", "C", "C", "C", "H", "H", "H", "H", "H", "H", "H", "H", "H", "H", "H", "H", "H", "H", "H", "H", "H", "H", "H", "H", "H", "H", "H", "C", "Si", "C", "C", "C", "C", "C", "C", "C", "H", "H", "H", "H", "H", "H", "H", "H", "H", "H", "H", "F", "Sb", "F", "F", "F", "F", "F"],
  "coordinates": [[0.150, -0.404, 0.101], [0.753, 1.315, 4.009], [0.599, 0.793, 2.915], [0.496, 1.356, 1.798], [0.596, -0.764, 2.892], [0.755, -1.452, 4.086], [0.891, -2.828, 4.069], [0.879, -3.470, 2.835], [0.707, -2.731, 1.685], [0.541, -1.402, 1.719], [0.777, -0.868, 4.993], [1.030, -3.389, 4.980], [1.005, -4.539, 2.766], [0.678, -3.202, 0.713], [-5.861, 7.315, -0.456], [-5.089, 6.033, -0.325], [-5.557, 4.979, 0.442], [-4.827, 3.803, 0.576], [-5.384, 2.693, 1.414], [-3.586, 3.676, -0.049], [-2.391, 1.735, 0.099], [-1.998, -0.383, 0.379], [-2.441, -1.598, 0.517], [-1.678, -2.580, 0.400], [-3.863, -1.788, 0.948], [-4.137, -2.729, 1.934], [-5.428, -2.875, 2.408], [-6.449, -2.095, 1.889], [-6.180, -1.172, 0.890], [-4.888, -1.012, 0.422], [-2.337, 1.995, 2.196], [-2.881, 1.021, 3.016], [-2.854, 1.155, 4.390], [-2.286, 2.285, 4.952], [-1.730, 3.253, 4.136], [-1.736, 3.119, 2.753], [-1.073, 4.142, 1.892], [-3.121, 4.719, -0.852], [-1.813, 4.651, -1.581], [-3.873, 5.880, -0.971], [-6.823, 7.240, 0.045], [-6.030, 7.556, -1.504], [-5.302, 8.140, -0.014], [-6.510, 5.071, 0.949], [-6.471, 2.743, 1.453], [-5.001, 2.758, 2.433], [-5.079, 1.727, 1.007], [-3.326, -3.329, 2.320], [-5.646, -3.603, 3.179], [-7.460, -2.210, 2.259], [-6.983, -0.575, 0.477], [-4.665, -0.300, -0.362], [-3.326, 0.141, 2.570], [-3.271, 0.378, 5.017], [-2.249, 2.401, 6.025], [-1.260, 4.120, 4.578], [-0.299, 4.669, 2.446], [-1.795, 4.863, 1.509], [-0.604, 3.638, 1.046], [-1.273, 3.737, -1.341], [-1.188, 5.506, -1.327], [-1.981, 4.668, -2.657], [-3.493, 6.686, -1.585], [3.577, 0.091, 1.040], [2.402, -0.118, -0.484], [2.635, 1.438, -1.590], [2.923, -1.672, -1.494], [4.036, -2.435, -1.153], [4.380, -3.563, -1.876], [3.622, -3.948, -2.969], [2.518, -3.195, -3.334], [2.173, -2.076, -2.597], [4.598, 0.283, 0.724], [3.573, -0.786, 1.679], [3.253, 0.934, 1.641], [3.688, 1.614, -1.787], [2.230, 2.320, -1.104], [2.126, 1.318, -2.542], [4.646, -2.134, -0.313], [5.241, -4.147, -1.582], [3.884, -4.835, -3.529], [1.924, -3.478, -4.193], [1.301, -1.506, -2.884], [-0.342, 0.543, -1.890], [-1.525, 0.465, -3.462], [-1.549, -1.423, -3.348], [0.109, 0.345, -4.450], [-2.610, 0.447, -5.021], [-1.351, 2.352, -3.551], [-3.136, 0.610, -2.449]],
  "total_charge": -1,
  "e_above_lowest_kcal_mol": 111.7,
  "e_lumo_ev": [-0.07, -0.07]
}


{
  "formula": "C3H7BrClNO",
  "method": "wB97M-V/def2-TZVPD",
  "species": ["C", "C", "C", "N", "O", "Cl", "Br", "H", "H", "H", "H", "H", "H", "H"],
  "coordinates": [[-0.816, 0.832, 0.914], [-0.236, -0.643, -0.932], [0.310, -0.204, 0.430], [1.567, 0.504, 0.595], [-1.395, -1.461, -0.580], [1.767, 1.958, -0.426], [3.006, -0.701, 0.133], [-0.981, 1.713, 0.268], [-0.467, 1.171, 1.939], [-1.828, 0.432, 1.089], [-0.449, 0.258, -1.661], [0.594, -1.140, -1.538], [0.513, -0.914, 1.211], [-1.583, -1.806, -1.442]],
  "total_charge": 0,
  "e_above_lowest_kcal_mol": 3.5,
  "e_lumo_ev": -0.31
}


{
  "formula": "C32H79BrGaNO7P",
  "method": "wB97M-V/def2-TZVPD",
  "species": ["C", "C", "C", "C", "C", "Ga", "C", "C", "C", "C", "C", "N", "O", "C", "C", "C", "C", "C", "C", "C", "P", "O", "Br", "H", "H", "H", "H", "H", "H", "H", "H", "H", "H", "H", "H", "H", "H", "H", "H", "H", "H", "H", "H", "H", "H", "H", "H", "H", "H", "H", "H", "H", "H", "H", "H", "H", "H", "H", "H", "H", "H", "H", "C", "C", "C", "O", "H", "H", "H", "H", "H", "H", "H", "H", "C", "C", "C", "O", "H", "H", "H", "H", "H", "H", "H", "H", "C", "C", "C", "O", "H", "H", "H", "H", "H", "H", "H", "H", "C", "C", "C", "O", "H", "H", "H", "H", "H", "H", "H", "H", "C", "C", "C", "O", "H", "H", "H", "H", "H", "H", "H", "H"],
  "coordinates": [[-0.753, -3.602, 1.988], [-1.296, -2.946, 0.729], [-0.389, -3.069, -0.503], [1.112, -2.989, -0.270], [1.862, -3.442, -1.526], [1.852, -1.205, 0.382], [2.142, 0.211, -1.054], [1.568, -0.159, -2.429], [1.231, 1.037, -3.329], [-0.274, 1.366, -3.422], [-0.605, 2.859, -3.323], [-1.030, 3.326, -1.994], [3.394, -1.710, 1.332], [4.552, -0.943, 1.238], [4.887, -0.223, 2.543], [6.083, 0.712, 2.288], [5.228, -1.262, 3.627], [4.520, -1.122, 4.988], [3.172, -1.852, 5.020], [4.377, 0.328, 5.492], [0.396, -0.247, 2.098], [1.452, 0.649, 3.038], [-0.726, 1.453, 1.062], [-0.624, -4.674, 1.814], [-1.418, -3.464, 2.837], [0.228, -3.218, 2.258], [-2.240, -3.444, 0.490], [-1.568, -1.906, 0.919], [-0.689, -2.326, -1.247], [-0.615, -4.040, -0.972], [1.395, -3.697, 0.512], [1.552, -2.895, -2.410], [1.596, -4.493, -1.715], [2.940, -3.423, -1.387], [1.650, 1.138, -0.740], [3.189, 0.480, -1.216], [2.291, -0.788, -2.950], [0.671, -0.772, -2.327], [1.575, 0.814, -4.342], [1.768, 1.933, -3.016], [-0.676, 0.983, -4.361], [-0.788, 0.832, -2.620], [-1.380, 3.130, -4.041], [0.285, 3.431, -3.584], [-0.213, 3.471, -1.416], [-1.567, 2.600, -1.539], [5.408, -1.609, 1.041], [4.535, -0.221, 0.412], [4.049, 0.403, 2.847], [6.969, 0.101, 2.110], [6.272, 1.378, 3.127], [5.911, 1.293, 1.382], [4.979, -2.248, 3.238], [6.305, -1.238, 3.804], [5.152, -1.639, 5.715], [2.366, -1.220, 4.661], [2.932, -2.131, 6.049], [3.201, -2.762, 4.425], [3.330, 0.574, 5.659], [4.819, 1.061, 4.824], [4.874, 0.447, 6.457], [1.888, 1.331, 2.521], [6.044, -3.095, -3.889], [5.308, -4.424, -3.817], [5.713, -5.358, -4.948], [3.899, -4.212, -3.820], [5.805, -2.579, -4.824], [5.739, -2.450, -3.065], [7.125, -3.237, -3.841], [5.521, -4.901, -2.859], [5.466, -4.911, -5.917], [5.178, -6.305, -4.872], [6.786, -5.561, -4.930], [3.657, -3.779, -4.646], [-2.219, 3.663, 3.873], [-3.720, 3.434, 3.863], [-4.112, 2.287, 4.782], [-4.160, 3.183, 2.527], [-1.720, 2.759, 3.521], [-1.949, 4.475, 3.198], [-1.850, 3.900, 4.873], [-4.244, 4.341, 4.170], [-3.630, 1.363, 4.457], [-5.191, 2.129, 4.760], [-3.809, 2.486, 5.812], [-3.691, 2.404, 2.204], [-7.148, 5.678, 0.534], [-6.171, 5.425, -0.605], [-6.078, 3.943, -0.930], [-4.886, 5.945, -0.288], [-6.812, 5.173, 1.444], [-7.210, 6.745, 0.757], [-8.147, 5.315, 0.288], [-6.496, 5.977, -1.491], [-5.713, 3.404, -0.052], [-5.375, 3.766, -1.745], [-7.050, 3.530, -1.207], [-4.551, 5.458, 0.475], [-9.431, 7.552, -2.122], [-10.226, 6.256, -2.105], [-9.962, 5.418, -3.346], [-11.622, 6.532, -1.974], [-9.721, 8.166, -2.980], [-9.629, 8.133, -1.221], [-8.359, 7.363, -2.183], [-9.960, 5.679, -1.219], [-10.263, 5.965, -4.244], [-10.536, 4.493, -3.312], [-8.904, 5.168, -3.437], [-11.889, 7.044, -2.744], [3.060, -6.393, 0.103], [4.027, -6.620, -1.048], [4.200, -8.101, -1.357], [5.297, -6.022, -0.776], [3.424, -6.863, 1.022], [2.947, -5.327, 0.297], [2.078, -6.810, -0.128], [3.653, -6.104, -1.934], [4.615, -8.624, -0.490], [4.890, -8.240, -2.191], [3.246, -8.564, -1.612], [5.653, -6.435, 0.017]],
  "total_charge": -1,
  "e_lumo_ev": 2.15
}


{
  "formula": "C2H4N2O3S",
  "method": "wB97M-V/def2-TZVPD",
  "species": ["C", "C", "N", "N", "O", "O", "O", "S", "H", "H", "H", "H"],
  "coordinates": [[1.190, -1.278, 0.384], [-0.556, 0.752, -0.050], [0.644, -0.686, -0.662], [0.125, 1.925, 0.143], [-2.248, -1.121, -1.005], [1.402, -2.447, 0.585], [-1.159, 0.121, 1.016], [-2.250, 0.158, -0.322], [1.238, -0.529, 1.108], [0.238, -1.218, -1.434], [0.782, 1.929, 0.886], [0.594, 2.393, -0.647]],
  "total_charge": 0,
  "e_above_lowest_kcal_mol": 87.0,
  "e_lumo_ev": -0.60
}


| no. | DFT total energy (eV) |
| --- | --- |
| 1 | -159194.70922 |
| 2 | -43358.07487 |
| 3 | -17560.03177 |
| 4 | -65684.94771 |
| 5 | -89373.54958 |
| 6 | -89324.02035 |
| 7 | -181998.55773 |
| 8 | -22093.06954 |